The following is a quantum chemistry calculation of a 2-piece molecular cluster, C6H14N3O2 overall at a distorted geometry, from the Open Molecules 2025 dataset.

```
25
Properties=species:S:1:pos:R:3:lowdin_charge:R:1
C -0.672 1.491 -0.294 -0.05
C -2.860 0.596 0.876 -0.09
C -2.135 -0.344 -1.226 -0.13
C -0.791 -0.939 0.682 0.00
C 1.601 -1.540 -0.396 -0.10
C -1.566 0.237 0.030 -0.66
N 2.720 -1.501 0.325 -0.02
N 4.465 -0.341 0.915 -0.02
N 3.302 -0.322 0.314 -0.43
O 2.791 0.742 -0.210 -0.14
O 5.152 0.896 0.716 -0.18
H -0.999 2.196 -1.046 0.06
H 0.280 0.989 -0.637 0.06
H -0.454 1.837 0.731 0.08
H -3.517 1.242 0.261 0.07
H -2.621 1.118 1.839 0.08
H -3.387 -0.346 0.990 0.05
H -2.767 -1.241 -0.884 0.10
H -2.715 0.330 -1.822 0.06
H -1.381 -0.661 -1.889 0.06
H -0.524 -0.638 1.648 0.02
H -0.887 -1.912 0.436 -0.02
H 1.458 -0.781 -1.089 0.01
H 1.258 -2.566 -0.617 0.05
H 4.249 1.457 0.346 0.13
```

Energy above the lowest of the compared OMol25 structures with the same formula, charge and spin ... 2.241 eV
Spin multiplicity ... 1
Gap between HOMO and LUMO (spin up / spin down) ... 6.72 / 5.36 eV
Electronic energy ... -15007.50085 eV
Net charge ... -1

***

The following is a quantum chemistry calculation of an isolated ion of composition C6H14N3O2 and charge +1 at a distorted geometry, from the Open Molecules 2025 dataset.

```
25
Properties=species:S:1:pos:R:3:lowdin_charge:R:1
C -0.287 2.097 0.641 -0.02
C 0.509 0.839 0.282 -0.43
C 1.516 0.191 1.232 0.00
C 1.131 1.152 -1.119 -0.15
C 1.134 -0.112 -1.842 -0.18
C 0.025 -0.984 -1.347 -0.16
N -0.457 -0.336 -0.179 0.01
N -1.372 -0.969 0.609 -0.12
O -1.842 -0.240 1.643 0.14
N -1.717 -2.116 0.237 0.09
O -2.750 -2.615 0.872 0.09
H -0.826 1.876 1.639 0.11
H -0.995 2.497 -0.122 0.11
H 0.433 2.802 0.679 0.05
H 1.014 -0.050 2.204 0.09
H 2.351 0.980 1.407 0.13
H 1.937 -0.690 0.596 0.12
H 2.094 1.713 -1.000 0.16
H 0.511 1.848 -1.613 0.10
H 0.940 0.057 -2.858 0.10
H 2.208 -0.560 -1.852 0.16
H -0.805 -0.980 -2.015 0.13
H 0.371 -2.050 -1.207 0.15
H -2.242 -0.815 2.369 0.19
H -2.881 -3.534 0.743 0.13
```

SMILES ... CC1(C)CCCN1/[N+](O)=N/O
Energy above the lowest of the compared OMol25 structures with the same formula, charge and spin ... 5.887 eV
Spin multiplicity ... 1
Gap between HOMO and LUMO (spin up / spin down) ... 9.47 / 9.47 eV
Electronic energy ... -15001.62970 eV
Net charge ... +1

***

The following is a quantum chemistry calculation of a 2-piece molecular cluster, C6H14N3OS overall at a distorted geometry, from the Open Molecules 2025 dataset.

```
25
Properties=species:S:1:pos:R:3:lowdin_charge:R:1
C -3.142 -1.121 -0.083 -0.25
C 0.948 -0.847 0.019 -0.68
C -3.292 0.163 0.061 -0.02
C 1.911 -3.160 -0.065 -0.09
C -0.064 1.745 -1.254 0.00
C 0.206 1.955 1.165 0.00
N 0.868 -2.176 0.095 -0.04
N -0.164 -0.216 0.179 0.04
N -0.394 1.167 0.067 -0.24
O -2.869 -2.237 -0.195 0.21
S 2.527 -0.075 -0.279 0.91
H -1.447 1.160 0.164 0.12
H -3.574 0.543 1.026 0.08
H -3.544 0.768 -0.790 0.08
H 1.445 -4.142 -0.084 0.10
H 2.444 -3.028 -1.011 0.09
H 2.621 -3.139 0.766 0.09
H -0.427 2.769 -1.304 0.11
H 1.014 1.743 -1.406 0.06
H -0.534 1.150 -2.034 0.11
H -0.002 1.457 2.112 0.11
H 1.285 2.016 1.025 0.07
H -0.214 2.959 1.179 0.11
H -0.068 -2.512 0.276 0.14
H 3.279 -1.161 -0.181 -0.13
```

Energy above the lowest of the compared OMol25 structures with the same formula, charge and spin ... 2.292 eV
Spin multiplicity ... 1
Gap between HOMO and LUMO ... 10.44 eV
Electronic energy ... -23793.58999 eV
Net charge ... +1

***

The following is a quantum chemistry calculation of C6H14N4 in the gas phase at a distorted geometry, from the Open Molecules 2025 dataset.

```
24
Properties=species:S:1:pos:R:3:lowdin_charge:R:1
C 0.389 -0.642 -0.494 -0.13
C -1.460 0.031 -2.063 -0.09
C 0.858 -0.148 -2.923 -0.09
C 0.251 1.745 -1.385 -0.06
C -0.242 -1.264 4.069 0.02
C -0.005 0.203 -1.699 -0.62
N 0.065 -0.251 0.644 0.02
N 0.068 -0.978 1.783 -0.01
N 0.634 0.818 3.112 0.08
N 0.087 -0.315 2.868 -0.34
H 0.938 -1.616 -0.702 0.14
H -1.872 -0.993 -2.319 0.10
H -1.761 0.780 -2.843 0.09
H -2.009 0.327 -1.128 0.09
H 1.863 0.361 -2.752 0.09
H 0.912 -1.231 -3.214 0.09
H 0.466 0.327 -3.784 0.05
H -0.205 2.339 -2.313 0.11
H 1.421 1.880 -1.445 0.10
H -0.149 2.087 -0.410 0.07
H 0.634 -1.635 4.580 0.08
H -0.842 -0.692 4.668 0.04
H -0.626 -2.208 3.616 0.09
H 0.588 1.073 4.132 0.06
```

Energy above the lowest of the compared OMol25 structures with the same formula, charge and spin ... 4.662 eV
Spin multiplicity ... 1
Gap between HOMO and LUMO ... 8.65 eV
Electronic energy ... -12404.79045 eV

***

The following is a quantum chemistry calculation of an isolated ion of composition C6H14N4 and charge +2 at a distorted geometry, from the Open Molecules 2025 dataset.

```
24
Properties=species:S:1:pos:R:3:lowdin_charge:R:1
C -4.335 1.033 -0.352 0.20
N -3.416 0.220 -0.096 0.13
C -2.757 -0.882 0.016 -0.08
N -1.518 -1.101 0.309 0.07
N -0.680 0.010 0.482 0.05
N 0.485 0.057 -0.333 -0.07
C 1.296 1.323 -0.127 -0.03
C 2.693 0.837 0.379 -0.15
C 2.887 -0.515 -0.296 -0.14
C 1.448 -1.104 -0.135 -0.08
H -4.270 1.437 -1.419 0.16
H -4.852 1.519 0.409 0.11
H -3.349 -1.795 -0.077 0.19
H -1.195 -1.973 0.748 0.19
H -0.345 0.081 1.394 0.13
H 0.219 0.002 -1.303 0.19
H 0.761 1.758 0.754 0.15
H 1.436 1.970 -0.890 0.10
H 2.782 0.600 1.491 0.14
H 3.653 1.499 0.018 0.19
H 2.990 -0.341 -1.314 0.10
H 3.605 -1.155 0.212 0.14
H 1.251 -1.949 -0.797 0.13
H 1.212 -1.529 0.929 0.17
```

SMILES ... C=N/C=[NH+]\N[NH+]1CCCC1
Energy above the lowest of the compared OMol25 structures with the same formula, charge and spin ... 5.324 eV
Spin multiplicity ... 1
Gap between HOMO and LUMO ... 11.04 eV
Electronic energy ... -12388.61452 eV
Net charge ... +2